P) {
  "formula": "C5H11N3O",
  "method": "ωB97M-V with the def2-TZVPD basis set",
  "species": ["C", "C", "C", "N", "H", "H", "H", "H", "H", "H", "H", "C", "N", "C", "N", "O", "H", "H", "H", "H"],
  "positions_angstrom": [[0.7383, 1.1430, -0.2903], [0.9535, 2.1514, 0.7839], [-1.3777, -1.3809, -1.4653], [-0.5143, -1.0639, -0.5233], [1.6148, 0.5645, -0.5672], [0.1793, 1.4754, -1.1611], [-1.1059, -2.1570, -2.1645], [-2.2984, -0.8318, -1.5551], [1.5483, 2.9959, 0.4138], [-0.0011, 2.5568, 1.1343], [1.4790, 1.7239, 1.6417], [0.7157, -1.8293, -0.4214], [1.2118, -1.8322, 0.8339], [-1.8722, 0.5354, 0.5858], [-0.6818, -0.0101, 0.4916], [1.1603, -2.4403, -1.3650], [0.8147, -1.1896, 1.5043], [2.1150, -2.2513, 0.9736], [-2.6757, 0.4968, -0.1441], [-2.0038, 1.3434, 1.2945]],
  "gap_ev": [6.3, 7.7],
  "e_homo_ha": [-0.232, -0.257]
}



Q) {
  "formula": "C5H11N3O",
  "method": "ωB97M-V with the def2-TZVPD basis set",
  "species": ["C", "C", "C", "H", "H", "H", "H", "H", "H", "C", "C", "N", "N", "N", "O", "H", "H", "H", "H", "H"],
  "positions_angstrom": [[-1.2733, 1.3229, -1.3557], [-1.2289, 0.3389, -0.2076], [-1.0483, -1.0295, -0.5059], [-1.9605, 0.5531, 0.5689], [-2.2534, 1.2911, -1.8364], [-0.5035, 1.1030, -2.0966], [-1.1206, 2.3460, -1.0089], [-1.3625, -1.8053, 0.1767], [-0.6736, -1.3451, -1.4708], [1.0938, -1.2515, 0.3896], [0.2872, 0.3578, 0.7203], [2.0288, -1.1034, -0.5730], [-0.1113, 0.2094, 2.0914], [1.1625, 1.2594, 0.3177], [0.9832, -2.1988, 1.1404], [2.2398, -0.1322, -0.7826], [2.7693, -1.7886, -0.6114], [0.6619, 0.4810, 2.6895], [-0.4043, -0.7425, 2.2963], [0.7136, 2.1343, 0.0582]],
  "gap_ev": [7.1, 7.2],
  "e_homo_ha": [-0.294, -0.295]
}



The most stable arrangement is Q), and the next structure is 99.7 kJ/mol less stable.



P) {
  "formula": "C5H11N2",
  "method": "ωB97M-V with the def2-TZVPD basis set",
  "species": ["C", "N", "C", "C", "C", "N", "C", "H", "H", "H", "H", "H", "H", "H", "H", "H", "H", "H"],
  "positions_angstrom": [[1.9395, 0.3567, -0.8027], [1.1589, -0.1740, 0.0068], [1.5380, -1.2185, 0.8493], [-0.2582, 0.3182, 0.0170], [-0.4814, 1.7369, -0.1583], [-1.0048, -0.7334, -0.0363], [-2.4310, -0.7609, -0.0866], [2.9834, 0.1051, -0.8140], [1.5728, 1.1911, -1.4491], [0.8552, -2.0161, 0.7408], [2.4398, -1.6517, 0.4566], [1.6236, -1.0049, 1.9659], [-1.1595, 1.9956, 0.6266], [-0.7840, 2.0141, -1.2001], [0.4022, 2.2944, -0.0521], [-2.8764, -0.5355, -0.9596], [-2.8656, -0.0757, 0.6607], [-2.6525, -1.8414, 0.2350]],
  "gap_ev": 9.5,
  "charge": 1,
  "smiles": "C=[N+](C)/C(C)=N/C",
  "e_homo_ha": -0.526
}



Q) {
  "formula": "C5H11N2",
  "method": "ωB97M-V with the def2-TZVPD basis set",
  "species": ["C", "C", "C", "C", "C", "N", "N", "H", "H", "H", "H", "H", "H", "H", "H", "H", "H", "H"],
  "positions_angstrom": [[1.4976, -0.7486, -0.3637], [-0.9161, -1.3887, -0.9842], [1.0472, 0.7397, -0.5284], [0.2774, -1.6468, -0.5083], [-1.1154, 1.2093, 0.3191], [-1.7833, 0.6964, 1.2492], [0.3454, 1.4235, 0.6694], [2.0709, -1.0212, -1.2785], [1.8536, -1.0498, 0.6584], [-1.0147, -0.5197, -1.5824], [-1.7321, -2.0175, -0.8768], [1.8589, 1.3410, -0.6200], [0.3366, 1.0230, -1.3154], [0.4112, -2.4367, 0.1005], [-1.4134, 0.4448, 2.1311], [-2.7366, 0.5864, 0.9521], [0.5605, 0.9831, 1.4880], [0.4523, 2.3817, 0.4901]],
  "gap_ev": 10.3,
  "charge": 1,
  "e_homo_ha": -0.497
}



The most stable arrangement is P), and the next structure is 194.5 kJ/mol less stable.



P) {
  "formula": "C5H11N2",
  "method": "ωB97M-V with the def2-TZVPD basis set",
  "species": ["C", "C", "N", "C", "N", "C", "C", "H", "H", "H", "H", "H", "H", "H", "H", "H", "H", "H"],
  "positions_angstrom": [[1.4457, 1.4365, 0.4619], [0.4591, 0.6125, -0.3307], [-0.8715, 1.2042, -0.6452], [-1.8986, 0.5865, -0.0526], [-1.5492, -0.5395, 0.5626], [0.0067, -0.7324, 0.3472], [0.4215, -2.0147, -0.4837], [1.0319, 1.6411, 1.3995], [1.7987, 2.2628, -0.0012], [2.3018, 0.8859, 0.5024], [0.7818, 0.5480, -1.3816], [-0.7805, 2.0963, -1.0646], [-2.8622, 0.8254, -0.0085], [-2.0537, -0.9555, 1.2863], [0.2461, -0.9977, 1.4040], [-0.1827, -2.7624, -0.0864], [1.3772, -2.3572, -0.3144], [0.3281, -1.7398, -1.5949]],
  "gap_ev": 10.9,
  "charge": 1,
  "smiles": "C[C@@H]1NC=[NH+][C@H]1C",
  "e_homo_ha": -0.532
}



Q) {
  "formula": "C5H11N2",
  "method": "ωB97M-V with the def2-TZVPD basis set",
  "species": ["C", "C", "N", "C", "C", "C", "N", "H", "H", "H", "H", "H", "H", "H", "H", "H", "H", "H"],
  "positions_angstrom": [[-1.5787, -0.6212, 2.1471], [-0.8391, -0.8322, 1.0587], [-0.0981, 0.1849, 0.3700], [0.1399, 1.4848, 0.9740], [0.6304, -0.1014, -1.0375], [0.2386, -1.2810, -1.8616], [1.4215, 0.8552, -1.5356], [-2.1132, -1.4863, 2.5033], [-1.7661, 0.3348, 2.4606], [-0.7186, -1.6978, 0.5094], [-0.1842, 1.6270, 1.9657], [1.1535, 1.5338, 1.2209], [-0.3096, 2.2069, 0.4119], [0.9030, -2.0639, -1.3755], [0.5415, -1.1103, -2.8051], [-0.8365, -1.3600, -1.5959], [1.4714, 0.8835, -2.5208], [1.9442, 1.4431, -0.8895]],
  "gap_ev": 8.4,
  "charge": 1,
  "smiles": "C=CN(C)C(C)=[NH2+]",
  "e_homo_ha": -0.473
}



R) {
  "formula": "C5H11N2",
  "method": "ωB97M-V with the def2-TZVPD basis set",
  "species": ["C", "C", "C", "C", "C", "N", "N", "H", "H", "H", "H", "H", "H", "H", "H", "H", "H", "H"],
  "positions_angstrom": [[1.1657, 1.6573, 0.9500], [0.6321, -1.5591, -0.0351], [1.6066, -1.6426, 0.9671], [-2.1886, 0.6901, -1.1045], [-1.5769, -0.7572, -0.9915], [2.1936, 1.2154, 0.3805], [-0.2304, -1.0698, -0.6424], [1.0509, 2.6072, 1.5066], [0.0528, 1.2445, 0.3985], [2.0928, -2.5786, 0.9833], [1.2212, -1.2404, 1.9264], [2.2458, -0.8688, 0.4727], [-1.8060, 1.4735, -0.4943], [-2.2693, 1.0284, -2.0788], [-3.2669, 0.7441, -0.7396], [-2.0730, -1.3406, -0.2397], [-1.8119, -1.2825, -1.8981], [2.9616, 1.6792, 0.6390]],
  "gap_ev": 10.1,
  "charge": 1,
  "e_homo_ha": -0.520
}



The most stable arrangement is P), and the next structure is 147.6 kJ/mol less stable.



P) {
  "formula": "C5H11N2",
  "method": "ωB97M-V with the def2-TZVPD basis set",
  "species": ["C", "C", "C", "N", "N", "C", "C", "H", "H", "H", "H", "H", "H", "H", "H", "H", "H", "H"],
  "positions_angstrom": [[2.2306, -1.3244, 0.3347], [1.5570, -0.5285, -0.4240], [0.6556, 0.4554, 0.3597], [0.9854, 1.8177, -0.0855], [-0.7466, 0.5338, 0.0309], [-1.4471, -0.5082, 0.0919], [-2.8662, -0.4563, -0.3681], [2.7373, -2.2014, 0.1564], [2.1380, -1.2817, 1.4579], [1.4753, -0.7784, -1.5291], [0.9089, 0.4931, 1.4563], [0.2601, 2.6043, 0.1471], [1.0900, 1.8014, -1.1889], [1.9083, 2.1257, 0.2050], [-1.1632, -1.4912, 0.5538], [-3.3555, -1.3674, -0.0931], [-3.4262, 0.3499, 0.2630], [-2.9419, -0.2439, -1.3681]],
  "gap_ev": 11.0,
  "charge": 1,
  "smiles": "C=C[C@@H]([NH3+])/N=C/C",
  "e_homo_ha": -0.527
}



Q) {
  "formula": "C5H11N2",
  "method": "ωB97M-V with the def2-TZVPD basis set",
  "species": ["C", "C", "N", "C", "C", "N", "C", "H", "H", "H", "H", "H", "H", "H", "H", "H", "H", "H"],
  "positions_angstrom": [[0.0672, 2.0919, -0.3186], [0.0192, 0.8098, -0.5309], [-1.1883, -0.1100, -0.6342], [-2.1236, -0.0737, 0.4807], [-0.2597, -1.2167, -0.7494], [0.8974, -0.3071, -0.6942], [1.8323, -0.3466, 0.4300], [0.8846, 2.6942, -0.3509], [-0.8400, 2.5505, 0.0496], [-2.2107, 1.0323, 0.6578], [-3.0762, -0.3918, 0.1568], [-1.8930, -0.7372, 1.4066], [-0.3575, -1.7979, 0.2304], [-0.3455, -1.6903, -1.6338], [1.4365, -0.2437, -1.4814], [1.4365, -0.2127, 1.3505], [2.2028, -1.3669, 0.4870], [2.5956, 0.2782, 0.1875]],
  "gap_ev": 10.3,
  "charge": 1,
  "smiles": "C=C1N(C)C[N@@H+]1C",
  "e_homo_ha": -0.496
}



The most stable arrangement is P), and the next structure is 113.7 kJ/mol less stable.



P) {
  "formula": "C7H9O2",
  "method": "ωB97M-V with the def2-TZVPD basis set",
  "species": ["C", "C", "C", "C", "C", "C", "C", "O", "O", "H", "H", "H", "H", "H", "H", "H", "H", "H"],
  "positions_angstrom": [[-0.8522, -0.1336, 0.7251], [0.3006, -0.8175, 0.7236], [-3.6492, 0.0623, -0.0890], [0.3368, 0.4945, -0.0156], [1.1140, -2.0644, 0.8889], [1.1137, 1.6771, 0.5509], [0.3511, 0.4594, -1.5344], [-3.5016, 1.0035, -0.7450], [-4.0784, -0.7768, 0.5804], [1.9888, -1.7159, 1.5994], [1.6158, -2.3616, -0.1134], [0.6423, -3.0128, 1.3673], [2.1659, 1.6826, 0.0921], [1.2078, 1.5973, 1.6562], [0.4804, 2.5980, 0.2889], [-0.3534, -0.3098, -1.9044], [1.2063, 0.1997, -2.0299], [-0.0886, 1.4180, -2.0411]],
  "gap_ev": 6.2,
  "charge": -1,
  "e_homo_ha": -0.091
}



Q) {
  "formula": "C7H9O2",
  "method": "ωB97M-V with the def2-TZVPD basis set",
  "species": ["C", "C", "C", "C", "C", "C", "C", "O", "O", "H", "H", "H", "H", "H", "H", "H", "H", "H"],
  "positions_angstrom": [[0.5481, -1.1806, 0.9918], [-0.7095, -1.2840, 0.4767], [0.8367, 0.1495, 0.4598], [-0.3880, 0.4246, -0.4617], [1.3341, -1.9831, 1.8827], [0.0098, 0.1737, -1.9138], [-1.2993, 1.5566, -0.0121], [-1.7559, -1.8784, 0.4844], [1.7015, 1.0095, 0.6484], [1.8298, -2.8685, 1.3260], [0.9063, -2.3915, 2.7144], [2.2140, -1.4798, 2.1901], [0.6305, 1.0977, -2.1355], [-0.8601, 0.3716, -2.5777], [0.4637, -0.8523, -2.1307], [-0.7674, 2.5478, -0.0053], [-1.9520, 1.3072, 0.9192], [-1.9389, 1.8690, -0.8976]],
  "gap_ev": 6.8,
  "charge": -1,
  "e_homo_ha": -0.106
}



The most stable arrangement is Q), and the next structure is 146.7 kJ/mol less stable.